DFT (ωB97M-V/def2-TZVPD) results for 13 unconnected molecules or ions with the total composition C53H76F8O25.

Geometry (Å):
O 6.1022 18.5328 9.2398
C 5.1520 17.7294 9.2395
O 5.2425 16.3626 9.0042
C 3.9526 15.7945 8.7779
C 3.0486 17.0141 8.6560
C 3.7275 18.0392 9.5748
H 3.7633 15.1501 9.6364
H 3.8695 15.1635 7.8930
H 2.0495 16.7753 9.0204
H 3.0834 17.4690 7.6660
H 3.6044 17.8488 10.6410
H 3.4908 19.0907 9.4127
O 13.0349 16.3542 19.6180
C 12.4114 15.4081 19.1875
O 13.0006 14.2672 18.9113
C 12.1506 13.1952 18.5676
C 10.7776 13.7819 18.7286
C 10.9461 15.2842 18.8900
H 12.2278 12.2973 19.1807
H 12.2027 13.0389 17.4902
H 10.1881 13.2582 19.4812
H 10.1620 13.5373 17.8630
H 10.4073 15.7360 19.7229
H 10.7756 15.7234 17.9071
O 19.3658 19.2934 12.8143
C 18.2533 19.1086 12.3749
O 17.4037 20.1109 12.1929
C 16.1464 19.5976 11.7023
C 16.1840 18.1135 11.7754
C 17.6710 17.7952 11.8233
H 15.9950 19.8207 10.6462
H 15.2491 19.9382 12.2188
H 15.7568 17.6767 10.8728
H 15.7148 17.7234 12.6786
H 18.0023 17.6806 10.7912
H 17.9142 16.8730 12.3511
O 6.5135 25.1997 12.2819
C 6.7540 24.4313 11.3188
O 7.9194 24.1126 10.7313
C 7.7907 23.3618 9.5574
C 6.2981 23.4907 9.2728
C 5.6357 23.6930 10.5801
H 8.0715 22.3290 9.7634
H 8.4757 23.8056 8.8350
H 5.8657 22.6407 8.7451
H 6.2177 24.3588 8.6186
H 5.2558 22.7757 11.0299
H 4.7729 24.3421 10.4301
O 2.1185 11.5904 18.5252
C 2.7244 11.7460 17.4304
O 3.3805 12.8730 17.0249
C 3.8481 12.7534 15.6812
C 2.9127 11.6101 15.1372
C 2.8507 10.6924 16.3471
H 4.9007 12.4763 15.6241
H 3.6192 13.7046 15.2005
H 3.3125 11.0399 14.2986
H 1.9654 12.0877 14.8870
H 3.7255 10.0759 16.5537
H 2.0113 9.9970 16.3399
O 7.6065 10.1577 13.4351
C 7.5347 8.9762 13.8312
O 7.2550 8.7494 15.1234
C 7.3113 7.3849 15.4116
C 8.0861 6.7778 14.2600
C 7.8869 7.7119 13.1048
H 6.2876 7.0162 15.4760
H 7.7977 7.0234 16.3175
H 7.7095 5.7709 14.0802
H 9.1379 6.8182 14.5430
H 7.0414 7.4092 12.4870
H 8.7802 7.8508 12.4959
O 18.0226 19.0077 20.7821
C 17.6902 18.7694 19.6224
O 17.1632 19.6943 18.8002
C 16.8612 19.2070 17.4663
C 17.5562 17.8589 17.4207
C 17.8034 17.4241 18.8602
H 17.3640 19.9104 16.8025
H 15.7819 19.2338 17.3167
H 18.5245 17.8996 16.9219
H 16.9243 17.1587 16.8744
H 18.7600 16.9184 18.9919
H 17.0384 16.7542 19.2527
O 4.8532 17.9901 14.6813
C 4.0697 18.7668 15.1779
O 3.3346 18.4706 16.2574
C 2.4518 19.5512 16.5773
C 3.0803 20.7574 15.8678
C 3.6902 20.1008 14.6843
H 2.4343 19.7287 17.6526
H 1.4161 19.3221 16.3264
H 3.8104 21.1459 16.5778
H 2.3924 21.5782 15.6647
H 4.4356 20.6932 14.1538
H 2.8680 20.1156 13.9689
O 15.1852 10.0076 9.1847
C 15.5226 11.0386 9.8080
O 16.6783 11.6893 9.5054
C 16.8330 12.8549 10.2313
C 15.4359 13.1236 10.9320
C 14.8081 11.7535 10.9618
H 17.0471 13.6925 9.5674
H 17.6364 12.8728 10.9678
H 14.8722 13.8167 10.3075
H 15.6471 13.6474 11.8643
H 13.7246 11.6803 10.8682
H 15.1538 11.2673 11.8740
O 8.0172 20.1688 19.0462
C 8.8913 20.5441 19.8014
O 9.8546 21.4673 19.4305
C 10.8204 21.6027 20.4637
C 10.4448 20.5518 21.4983
C 9.1410 20.0053 21.1676
H 10.7122 22.6435 20.7689
H 11.8190 21.5462 20.0305
H 10.4370 21.0630 22.4609
H 11.2427 19.8172 21.3888
H 8.4947 20.4928 21.8975
H 9.0119 18.9235 21.1336
O 12.4111 15.4577 6.0319
C 12.3463 14.3505 5.5421
O 12.6931 14.0722 4.1964
C 12.4677 12.7756 3.8452
C 12.5041 12.0374 5.1702
C 11.9344 13.0264 6.1629
H 13.1991 12.5175 3.0793
H 11.5246 12.5684 3.3394
H 13.5098 11.7883 5.5087
H 11.9278 11.1167 5.0795
H 12.3178 12.9944 7.1827
H 10.8446 13.0016 6.1646
O 7.4737 29.2034 18.9092
C 7.9107 28.1696 18.4646
O 7.1514 27.0875 18.3848
C 7.8354 25.9797 17.8162
C 9.0096 26.5976 17.0339
C 9.2743 27.8714 17.8755
H 7.2154 25.4606 17.0853
H 8.2436 25.3143 18.5770
H 8.6643 26.7801 16.0163
H 9.8589 25.9296 16.8906
H 9.7467 28.7335 17.4046
H 9.8932 27.4499 18.6676
C 9.6406 17.8826 14.1197
C 10.4648 19.1598 13.9804
C 9.4860 20.3294 14.1174
F 10.0109 21.5625 13.8357
F 8.3131 20.2341 13.4914
F 11.3498 19.2038 15.0215
F 11.2201 19.2292 12.8241
O 10.5117 16.7180 14.1718
C 9.9560 15.5530 13.6894
C 9.8338 15.5981 12.1547
F 10.8783 16.1631 11.5159
F 9.6927 14.4174 11.5343
F 10.8158 14.5991 14.0942
F 8.8565 15.3434 14.3188
H 8.7995 17.7451 13.4402
H 9.1786 17.8461 15.1063
H 9.3092 20.4301 15.1882
H 8.9054 16.0978 11.8781

Its spin multiplicity is 1. The frontier orbital gap comes out at 9.78 eV. As for the max |F|: 4.90 eV Å⁻¹. For the energy relative to the best compared isomer or geometry (same formula, charge and spin), the calculation gives 0.0000 eV. Its LUMO energy is -0.027 eV.

These are the Löwdin partial charges, in e, on atoms 1 to 99: 0.0764 -0.4269 0.0053 -0.1656 -0.1467 -0.0913 0.1261 0.1243 0.1168 0.1244 0.1314 0.1253 0.1018 -0.5104 0.0471 -0.1514 -0.1750 -0.0538 0.1329 0.1274 0.1136 0.1101 0.1302 0.1296 0.1043 -0.4871 0.0594 -0.1593 -0.1872 -0.0688 0.1276 0.1289 0.1179 0.1170 0.1260 0.1211 0.0606 -0.4143 0.0277 -0.1541 -0.1794 -0.0926 0.1284 0.1318 0.1187 0.1219 0.1256 0.1256 0.0573 -0.4210 0.0088 -0.1334 -0.1423 -0.0976 0.1259 0.1240 0.1100 0.1185 0.1278 0.1235 0.0692 -0.4447 0.0406 -0.1882 -0.1667 -0.0801 0.1254 0.1291 0.1228 0.1234 0.1338 0.1340 0.0798 -0.4455 0.0126 -0.1291 -0.1686 -0.0656 0.1234 0.1249 0.1153 0.1100 0.1210 0.1225 0.1047 -0.4954 0.0466 -0.1472 -0.1619 -0.1060 0.1242 0.1246 0.1216 0.1226 0.1321 0.1349 0.0672 -0.4068 0.0286